a.
Molecular formula: C20H23N3O3
Method: DFT, ωB97M-V/def2-TZVPD

Last column: Mulliken charge in e.
Geometry (Å):
C (-4.73, -1.65, 1.10)  -1.66
C (-3.51, -2.01, 0.30)  0.60
C (-2.42, -1.14, 0.24)  -0.13
C (-1.28, -1.48, -0.48)  0.44
C (-1.23, -2.70, -1.14)  -0.70
C (-2.30, -3.57, -1.08)  -0.92
C (-3.44, -3.22, -0.37)  -0.49
H (-4.28, -3.90, -0.33)  0.42
H (-2.26, -4.51, -1.59)  0.39
H (-0.34, -2.97, -1.69)  0.48
C (-0.12, -0.59, -0.55)  -0.72
C (1.22, -0.92, -0.31)  0.97
C (1.98, 0.25, -0.57)  0.43
C (1.12, 1.23, -0.97)  -1.22
N (-0.15, 0.71, -0.95)  0.43
C (-1.31, 1.47, -1.32)  -1.48
H (-1.17, 1.86, -2.34)  0.34
H (-2.18, 0.81, -1.31)  0.64
C (-1.55, 2.68, -0.40)  0.35
H (-2.58, 3.03, -0.58)  0.53
O (-0.65, 3.72, -0.79)  -0.50
C (-0.28, 4.43, 0.37)  -0.62
C (-0.17, 3.38, 1.47)  -0.55
H (0.79, 2.86, 1.40)  0.13
H (-0.28, 3.80, 2.46)  0.46
C (-1.31, 2.42, 1.10)  -0.68
H (-2.21, 2.66, 1.67)  0.53
H (-1.04, 1.39, 1.29)  0.11
H (-1.05, 5.18, 0.62)  0.33
H (0.66, 4.94, 0.15)  0.37
H (1.28, 2.24, -1.28)  0.73
N (3.35, 0.26, -0.40)  -0.09
C (4.00, -0.87, 0.03)  0.76
O (5.21, -0.89, 0.18)  -0.68
N (3.23, -1.99, 0.30)  -0.05
C (1.85, -2.12, 0.18)  0.63
O (1.29, -3.16, 0.47)  -0.70
C (3.98, -3.14, 0.77)  -1.18
H (3.27, -3.94, 0.95)  0.38
H (4.51, -2.89, 1.69)  0.33
H (4.71, -3.44, 0.01)  0.33
C (4.10, 1.45, -0.69)  -1.22
H (3.96, 1.74, -1.74)  0.33
H (3.77, 2.27, -0.05)  0.32
H (5.15, 1.24, -0.51)  0.40
H (-2.47, -0.21, 0.79)  0.39
H (-4.78, -0.57, 1.28)  0.37
H (-4.70, -2.15, 2.06)  0.32
H (-5.63, -1.96, 0.58)  0.39

Output
E_LUMO ... 0.0238 Eh
SMILES ... Cc1cccc(-c2c3c(=O)n(C)c(=O)n(C)c3cn2C[C@H]2CCCO2)c1
Gap between HOMO and LUMO ... 8.57 eV
Net charge ... 0
HOMO energy ... -7.921 eV


b.
Molecular formula: C20H23N3O3
Method: DFT, ωB97M-V/def2-TZVPD

Last column: Mulliken charge in e.
Geometry (Å):
C (-7.90, -2.13, -0.61)  -0.85
H (-8.49, -1.27, -0.29)  0.34
O (-6.71, -2.25, 0.13)  -0.45
C (-5.81, -1.23, 0.09)  0.89
C (-5.96, -0.06, -0.65)  -0.40
C (-4.97, 0.91, -0.62)  -0.92
C (-3.82, 0.73, 0.13)  -0.17
C (-3.68, -0.43, 0.89)  0.05
C (-4.66, -1.40, 0.87)  -0.56
H (-4.57, -2.30, 1.45)  0.45
H (-2.80, -0.57, 1.51)  0.44
C (-2.80, 1.83, 0.21)  0.46
O (-3.08, 2.92, 0.67)  -0.68
N (-1.57, 1.55, -0.27)  0.19
C (-1.17, 0.33, -0.93)  -0.95
H (-0.81, 0.58, -1.94)  0.36
C (-0.04, -0.36, -0.15)  -0.70
H (-0.40, -0.67, 0.83)  0.10
H (0.28, -1.25, -0.69)  0.46
C (1.13, 0.60, 0.04)  0.53
C (2.19, -0.03, 0.94)  0.06
O (1.93, -0.85, 1.80)  -0.70
N (3.44, 0.45, 0.74)  -0.11
H (3.66, 0.99, -0.08)  0.41
C (4.59, -0.10, 1.41)  -0.84
C (5.70, -0.39, 0.44)  0.65
N (5.60, 0.16, -0.76)  -0.34
C (6.56, -0.05, -1.64)  -0.24
C (7.68, -0.82, -1.37)  -0.53
C (7.80, -1.39, -0.11)  -0.27
C (6.79, -1.17, 0.81)  -0.76
H (6.84, -1.60, 1.80)  0.38
H (8.65, -1.99, 0.14)  0.40
H (8.44, -0.96, -2.13)  0.37
H (6.41, 0.42, -2.60)  0.40
H (4.95, 0.60, 2.18)  0.26
H (4.27, -1.02, 1.93)  0.42
H (1.58, 0.84, -0.93)  0.29
C (0.64, 1.89, 0.70)  -0.78
C (-0.50, 2.50, -0.12)  -1.08
H (-0.13, 2.79, -1.11)  0.39
H (-0.91, 3.38, 0.38)  0.47
H (0.27, 1.66, 1.70)  0.31
H (1.45, 2.61, 0.80)  0.39
H (-2.02, -0.34, -1.03)  0.46
H (-5.10, 1.82, -1.18)  0.42
H (-6.84, 0.11, -1.25)  0.39
H (-8.45, -3.04, -0.42)  0.24
H (-7.69, -2.04, -1.68)  0.34

Output
E_LUMO ... 0.0263 Eh
SMILES ... COc1ccc(C(=O)N2CCC(C(=O)NCc3ccccn3)CC2)cc1
Gap between HOMO and LUMO ... 9.18 eV
Net charge ... 0
HOMO energy ... -8.469 eV


Quick one: least stable of them? b


a.
Molecular formula: C2H8S3
Method: DFT, ωB97M-V/def2-TZVPD

Last column: Mulliken charge in e.
Geometry (Å):
C (2.43, 2.40, -1.90)  -0.68
S (2.68, 0.90, -2.91)  -0.18
H (2.51, 2.01, -0.88)  0.23
H (1.42, 2.96, -2.34)  0.23
H (3.15, 3.20, -2.06)  0.29
H (3.17, 1.48, -3.98)  0.10
C (-0.97, -2.18, 2.78)  -0.72
S (-0.75, -0.97, 1.36)  -0.04
S (-2.73, -0.16, 1.24)  -0.21
H (-1.86, -2.91, 2.39)  0.28
H (0.08, -2.43, 2.91)  0.27
H (-1.55, -1.65, 3.70)  0.27
H (-2.99, -0.43, -0.01)  0.15

Output
E_LUMO ... 0.0129 Eh
SMILES ... CSS.CS
Gap between HOMO and LUMO ... 9.04 eV
Net charge ... 0
HOMO energy ... -8.694 eV


b.
Molecular formula: C2H8S3
Method: DFT, ωB97M-V/def2-TZVPD

Last column: Mulliken charge in e.
Geometry (Å):
S (-0.98, -2.03, -1.41)  -0.21
S (-0.74, -4.02, -0.76)  -0.15
H (-0.14, -2.08, -2.45)  0.17
H (0.42, -4.25, -1.40)  0.15
C (-0.51, 1.65, 1.27)  -0.97
C (0.71, 0.94, 0.73)  -0.16
S (1.51, 1.86, -0.65)  -0.20
H (-0.26, 2.57, 1.79)  0.31
H (-1.25, 1.89, 0.51)  0.32
H (-0.99, 1.00, 2.02)  0.28
H (0.36, 0.04, 0.24)  0.04
H (1.41, 0.73, 1.53)  0.34
H (0.46, 1.68, -1.42)  0.09

Output
E_LUMO ... 0.0030 Eh
SMILES ... CCS.SS
Gap between HOMO and LUMO ... 8.86 eV
Net charge ... 0
HOMO energy ... -8.783 eV


c.
Molecular formula: C2H8S3
Method: DFT, ωB97M-V/def2-TZVPD

Last column: Mulliken charge in e.
Geometry (Å):
C (-0.96, -1.86, -0.84)  -0.72
S (-0.89, -0.11, -1.32)  -0.04
S (-1.22, 0.78, 0.54)  -0.09
C (-0.18, 2.24, 0.28)  -0.81
H (-0.13, -2.13, -0.19)  0.22
H (-1.90, -2.09, -0.35)  0.29
H (-0.86, -2.40, -1.78)  0.28
H (-0.63, 2.88, -0.47)  0.29
H (-0.14, 2.76, 1.23)  0.32
H (0.82, 1.94, 0.01)  0.30
S (2.47, -0.80, 0.83)  -0.24
H (1.22, -0.34, 0.62)  0.03
H (2.53, -0.17, 2.01)  0.16

Output
E_LUMO ... 0.0205 Eh
SMILES ... CSSC.S
Gap between HOMO and LUMO ... 8.80 eV
Net charge ... 0
HOMO energy ... -8.245 eV


Quick one: least stable of them? a


a.
Molecular formula: C24H74N6O10
Method: DFT, ωB97M-V/def2-TZVPD

Last column: Mulliken charge in e.
Geometry (Å):
O (1.80, 2.93, -2.18)  -0.66
H (2.49, 2.30, -2.42)  0.34
H (1.82, 2.97, -1.21)  0.44
O (1.28, 2.78, 0.44)  -0.61
H (1.95, 3.12, 1.07)  0.29
H (0.45, 3.18, 0.72)  0.29
O (1.90, 0.09, -0.05)  0.57
H (2.59, 0.21, -0.73)  0.01
H (1.48, 0.96, 0.04)  -0.27
O (3.77, 0.83, -2.39)  -0.67
H (3.47, 0.61, -3.29)  0.29
H (4.61, 0.37, -2.28)  0.28
C (3.23, -4.39, 1.55)  -1.62
C (2.78, -3.15, 0.83)  0.77
C (1.72, -3.45, -0.24)  -0.41
O (2.19, -3.97, -1.49)  -0.47
C (3.20, -3.18, -2.06)  -0.62
N (2.33, -2.08, 1.78)  -0.40
H (3.49, -5.20, 0.87)  0.36
H (2.44, -4.74, 2.21)  0.36
H (4.14, -4.28, 2.16)  0.35
H (3.61, -2.60, 0.37)  0.36
H (1.23, -2.50, -0.50)  -0.10
H (0.91, -4.04, 0.20)  0.48
H (4.13, -3.22, -1.48)  0.31
H (2.92, -2.12, -2.11)  0.13
H (3.42, -3.52, -3.07)  0.36
H (2.02, -1.30, 1.18)  -0.17
H (1.43, -2.34, 2.18)  0.28
C (-4.96, 2.60, 0.62)  -1.19
C (-4.99, 2.09, -0.80)  0.16
C (-3.56, 1.73, -1.23)  -0.04
O (-2.68, 2.81, -0.97)  -0.41
C (-1.39, 2.54, -1.43)  -0.59
N (-5.88, 0.96, -0.92)  -0.65
H (-5.93, 2.80, 1.06)  0.46
H (-4.47, 3.58, 0.59)  0.40
H (-4.36, 1.94, 1.26)  -0.05
H (-5.23, 2.87, -1.53)  0.38
H (-3.49, 1.52, -2.31)  0.42
H (-3.24, 0.85, -0.66)  -0.19
H (-1.33, 2.34, -2.51)  0.36
H (-0.94, 1.68, -0.94)  0.15
H (-0.76, 3.43, -1.38)  0.36
H (-5.83, 0.63, -1.89)  0.38
H (-5.52, 0.17, -0.37)  0.28
C (-0.34, 0.47, 2.41)  0.16
C (-0.54, 0.62, 3.92)  0.64
C (-1.93, 1.19, 4.20)  -0.65
O (-1.96, 2.57, 3.96)  -0.26
C (-3.23, 3.21, 4.08)  -0.76
N (-0.20, -0.64, 4.55)  -0.63
H (-1.00, -0.29, 1.97)  0.13
H (0.67, 0.09, 2.20)  -0.73
H (-0.52, 1.38, 1.85)  0.08
H (0.17, 1.41, 4.16)  0.03
H (-2.09, 1.00, 5.27)  0.35
H (-2.70, 0.74, 3.57)  0.19
H (-3.21, 4.23, 3.72)  0.23
H (-3.43, 3.24, 5.15)  0.33
H (-4.01, 2.63, 3.58)  0.28
H (-0.68, -0.77, 5.44)  0.30
H (-0.51, -1.48, 4.06)  0.22
C (-6.08, -3.63, 0.38)  -1.46
C (-4.85, -2.80, 0.70)  0.47
C (-3.74, -2.96, -0.34)  -1.08
O (-2.67, -2.06, -0.08)  -0.02
C (-1.77, -1.91, -1.16)  -0.69
N (-5.24, -1.36, 0.82)  -0.65
H (-6.33, -3.55, -0.68)  0.34
H (-6.93, -3.29, 0.98)  0.39
H (-5.82, -4.67, 0.56)  0.39
H (-4.31, -3.06, 1.62)  0.32
H (-4.16, -2.62, -1.30)  0.43
H (-3.42, -4.00, -0.37)  0.38
H (-0.86, -1.36, -0.91)  -0.25
H (-2.22, -1.27, -1.93)  0.46
H (-1.49, -2.90, -1.52)  0.51
H (-4.36, -0.89, 1.06)  0.01
H (-5.75, -1.29, 1.70)  0.22
C (0.49, 0.00, -3.94)  -1.34
C (1.49, -0.59, -4.93)  0.83
C (0.82, -0.80, -6.30)  -0.96
O (0.06, -1.98, -6.35)  -0.31
C (-0.25, -2.48, -7.62)  -0.83
N (2.65, 0.31, -5.11)  -0.70
H (-0.31, -0.72, -3.79)  0.39
H (-0.05, 0.82, -4.42)  0.44
H (0.90, 0.25, -2.96)  0.24
H (1.89, -1.54, -4.56)  0.01
H (1.58, -0.91, -7.10)  0.49
H (0.21, 0.07, -6.56)  0.30
H (0.56, -3.09, -8.04)  0.30
H (-0.35, -1.68, -8.37)  0.35
H (-1.17, -3.04, -7.62)  0.25
H (2.31, 1.26, -5.00)  0.25
H (2.92, 0.26, -6.08)  0.27
C (5.86, 2.31, 2.95)  -1.38
C (4.66, 1.69, 3.68)  0.46
C (3.31, 1.86, 2.94)  -0.01
O (3.05, 3.22, 2.59)  -0.44
C (3.23, 4.19, 3.59)  -0.92
N (4.94, 0.27, 3.86)  -0.68
H (5.76, 2.07, 1.88)  0.23
H (6.76, 1.75, 3.23)  0.42
H (5.98, 3.38, 3.05)  0.33
H (4.56, 2.23, 4.62)  0.32
H (2.63, 1.35, 3.62)  -0.03
H (3.33, 1.34, 1.99)  0.19
H (2.73, 5.11, 3.28)  0.33
H (4.26, 4.48, 3.80)  0.22
H (2.71, 3.89, 4.51)  0.35
H (5.63, 0.19, 4.60)  0.27
H (4.13, -0.23, 4.23)  0.24

Output
E_LUMO ... 0.0216 Eh
SMILES ... COC[C@H](C)N.COC[C@H](C)N.COC[C@H](C)N.COC[C@H](C)N.COC[C@H](C)N.COC[C@H](C)N.O.O.O.O
Gap between HOMO and LUMO ... 9.32 eV
Net charge ... 0
HOMO energy ... -8.736 eV


b.
Molecular formula: C24H74N6O10
Method: DFT, ωB97M-V/def2-TZVPD

Last column: Mulliken charge in e.
Geometry (Å):
C (13.21, -15.50, 24.52)  -1.23
C (12.55, -14.12, 24.45)  0.46
C (11.32, -14.03, 25.34)  -0.92
O (10.22, -14.75, 24.84)  -0.31
C (9.03, -14.48, 25.54)  -0.68
N (13.49, -13.10, 24.98)  -0.73
H (12.61, -16.26, 24.03)  0.15
H (13.38, -15.84, 25.55)  0.31
H (14.18, -15.50, 24.03)  0.41
H (12.34, -13.74, 23.45)  0.33
H (11.05, -12.96, 25.34)  0.41
H (11.61, -14.25, 26.38)  0.29
H (8.19, -14.85, 24.95)  -0.08
H (8.76, -13.41, 25.56)  0.39
H (9.07, -14.91, 26.54)  0.36
H (13.83, -13.53, 25.84)  0.29
H (14.33, -13.01, 24.41)  0.27
C (-1.06, -15.63, 23.53)  -1.22
C (-0.68, -17.12, 23.65)  0.02
C (0.80, -17.42, 23.81)  -0.35
O (1.35, -16.56, 24.82)  -0.53
C (2.43, -17.16, 25.53)  -0.57
N (-1.49, -17.82, 24.65)  -0.71
H (-2.14, -15.55, 23.49)  0.43
H (-0.68, -15.24, 22.58)  0.32
H (-0.67, -15.08, 24.39)  0.21
H (-0.95, -17.62, 22.71)  0.36
H (1.39, -17.29, 22.90)  0.28
H (0.92, -18.44, 24.18)  0.20
H (2.80, -16.47, 26.29)  0.34
H (3.29, -17.23, 24.85)  0.03
H (2.23, -18.14, 25.97)  0.47
H (-1.33, -17.31, 25.52)  0.26
H (-2.47, -17.69, 24.45)  0.28
C (8.75, -17.83, 23.29)  -0.99
C (9.62, -17.24, 22.16)  0.61
C (8.98, -17.56, 20.83)  -0.66
O (9.17, -18.93, 20.52)  -0.32
C (8.58, -19.30, 19.30)  -0.78
N (9.71, -15.78, 22.33)  -0.61
H (9.15, -17.60, 24.28)  0.30
H (8.77, -18.92, 23.21)  0.48
H (7.70, -17.55, 23.22)  -0.10
H (10.62, -17.68, 22.20)  0.31
H (9.33, -16.89, 20.03)  0.42
H (7.90, -17.37, 20.94)  0.18
H (9.29, -19.10, 18.48)  0.30
H (7.64, -18.79, 19.08)  0.31
H (8.32, -20.36, 19.29)  0.26
H (8.72, -15.52, 22.23)  0.08
H (9.86, -15.54, 23.32)  0.53
C (3.63, -9.99, 29.24)  -1.35
C (3.43, -9.73, 27.75)  0.32
C (3.23, -11.05, 26.98)  -0.59
O (4.45, -11.77, 27.04)  -0.43
C (4.54, -12.77, 26.03)  -0.13
N (2.27, -8.86, 27.59)  -0.71
H (3.98, -9.06, 29.68)  0.33
H (4.43, -10.71, 29.42)  0.34
H (2.70, -10.26, 29.74)  0.32
H (4.36, -9.27, 27.39)  0.35
H (2.83, -10.88, 25.98)  0.35
H (2.50, -11.64, 27.56)  0.24
H (4.32, -12.38, 25.04)  0.05
H (3.88, -13.58, 26.35)  0.21
H (5.57, -13.12, 26.06)  0.11
H (2.24, -8.50, 26.64)  0.27
H (1.41, -9.39, 27.72)  0.27
C (2.40, -22.63, 23.77)  -1.40
C (3.28, -21.44, 24.13)  0.31
C (3.22, -20.34, 23.10)  -0.57
O (4.24, -19.38, 23.46)  -0.16
C (4.85, -18.68, 22.40)  -0.45
N (2.88, -20.98, 25.47)  -0.78
H (2.68, -23.56, 24.27)  0.34
H (2.37, -22.83, 22.70)  0.36
H (1.36, -22.42, 24.03)  0.32
H (4.32, -21.74, 24.26)  0.30
H (2.29, -19.75, 23.08)  0.11
H (3.50, -20.65, 22.10)  0.52
H (5.50, -19.31, 21.79)  0.50
H (5.43, -17.88, 22.86)  -0.31
H (4.10, -18.22, 21.75)  0.38
H (3.56, -20.27, 25.73)  0.36
H (1.99, -20.50, 25.44)  0.28
C (5.30, -11.84, 21.96)  -0.99
C (4.64, -12.03, 20.58)  0.57
C (4.74, -10.75, 19.78)  -0.82
O (4.00, -9.77, 20.48)  -0.27
C (4.10, -8.52, 19.85)  -0.79
N (5.27, -13.18, 19.91)  -0.71
H (5.03, -10.93, 22.48)  0.49
H (6.38, -11.98, 21.98)  0.30
H (4.86, -12.61, 22.60)  -0.25
H (3.59, -12.26, 20.78)  0.27
H (4.38, -10.86, 18.74)  0.46
H (5.77, -10.44, 19.53)  0.39
H (3.80, -8.60, 18.80)  0.31
H (5.11, -8.11, 19.92)  0.32
H (3.43, -7.79, 20.30)  0.24
H (6.10, -12.87, 19.40)  0.25
H (4.67, -13.42, 19.12)  0.28
O (2.86, -14.41, 23.93)  -0.54
H (2.14, -13.81, 23.73)  0.27
H (2.45, -15.15, 24.41)  0.19
O (6.97, -14.67, 21.71)  -0.93
H (6.34, -14.14, 21.20)  0.28
H (6.56, -14.79, 22.58)  0.30
O (5.79, -16.28, 26.68)  -0.55
H (6.62, -16.73, 26.84)  0.24
H (5.57, -15.86, 27.53)  0.27
O (5.66, -15.36, 24.08)  0.52
H (4.72, -15.13, 23.99)  0.00
H (5.75, -15.69, 24.99)  0.01

Output
E_LUMO ... 0.0060 Eh
SMILES ... COC[C@H](C)N.COC[C@H](C)N.COC[C@H](C)N.COC[C@H](C)N.COC[C@H](C)N.COC[C@H](C)N.O.O.O.O
Gap between HOMO and LUMO ... 8.23 eV
Net charge ... 0
HOMO energy ... -8.069 eV


Quick one: least stable of them? b